The following is a DFT calculation (wB97M-V/def2-TZVPD) of C3H8N4O in the gas phase at a distorted geometry.

Calculated values
total charge = 0
Kohn-Sham gap = 8.9853 eV
SMILES = [H]/N=C(/N)N(C)C(N)=O
relative energy (zero: lowest compared OMol25 entry of this formula, charge and spin) = 581.8 kJ/mol
LUMO level = 0.28 eV

The geometry in XYZ format:
```
16
Properties=species:S:1:pos:R:3:forces:R:3
H -1.503741 1.528254 1.097968 0.66 0.00 3.03
N -1.188412 0.928046 1.969501 -1.56 -1.80 -4.17
C -0.798124 -0.080367 1.174172 0.23 6.85 3.87
N -0.547984 -1.304439 1.538106 0.53 -7.01 7.69
N -0.294882 0.287260 -0.044509 1.23 -7.65 -0.81
C 0.289958 -1.087811 -0.518188 0.13 -0.86 -6.53
C 0.312240 1.399824 -0.433936 0.92 5.49 -2.12
N 0.661264 1.304607 -1.787483 2.77 -0.61 -4.72
O 0.346927 2.529110 0.078978 -0.44 -2.50 0.03
H -0.770067 -1.688389 2.576041 0.08 2.25 -3.11
H 0.243135 -1.931345 1.191692 -1.47 2.18 2.58
H -0.189553 -1.350895 -1.703623 1.98 1.04 3.35
H -0.142899 -1.896207 0.089354 -0.35 1.00 -3.67
H 1.453836 -1.352122 -0.437393 -2.24 1.60 -0.49
H 1.334887 0.630305 -2.285160 -1.77 0.35 2.20
H 0.793415 2.084169 -2.505520 -0.72 -0.32 2.88
```
Forces are in eV/Å.



The following is a DFT calculation (wB97M-V/def2-TZVPD) of C5H7N in the gas phase at a distorted geometry.

Calculated values
total charge = 0
Kohn-Sham gap = 10.6116 eV
relative energy (zero: lowest compared OMol25 entry of this formula, charge and spin) = 327.4 kJ/mol
LUMO level = 1.01 eV

The geometry in XYZ format:
```
13
Properties=species:S:1:pos:R:3:forces:R:3
C -0.610347 0.121063 -2.298690 -0.35 0.21 -2.11
C -1.696804 -1.077358 0.571868 0.22 0.47 0.29
C -0.934832 -0.056296 0.155595 0.76 -1.54 2.91
C 0.617531 -0.134742 -0.257474 -2.73 -0.69 3.04
C 1.507071 0.970244 0.264786 0.49 0.73 -0.88
N 0.274745 -0.106261 -1.583396 1.24 -0.35 -2.37
H -2.749093 -1.082697 0.948112 0.98 0.62 -0.84
H -1.247940 -2.043898 0.622249 0.33 -0.70 0.11
H -1.326224 0.910956 0.124018 -0.48 1.58 -0.27
H 0.974720 -1.081727 0.228593 -0.05 0.41 -1.40
H 1.153616 2.045898 0.058804 0.37 -1.77 0.37
H 2.561202 0.842863 -0.144226 -1.30 0.21 0.58
H 1.476354 0.691955 1.309761 0.52 0.83 0.56
```
Forces are in eV/Å.



The following is a DFT calculation (wB97M-V/def2-TZVPD) of 6 unconnected molecules or ions with the total composition C31H74ClN7O10P2S2 at a distorted geometry.

Calculated values
total charge = 0
Kohn-Sham gap = 8.8381 eV
SMILES = C#CC[C@](C)(NP(O)(O)=S)[C@H](O[C@](S)(CCC)N=C=O)P(O)Cl.COC[C@@H](C)N.COC[C@@H](C)N.COC[C@@H](C)N.COC[C@@H](C)N.COC[C@@H](C)N
LUMO level = 0.06 eV

The geometry in XYZ format:
```
127
Properties=species:S:1:pos:R:3:forces:R:3
C 5.629252 -7.984443 1.524000 0.00 0.46 0.02
C 5.309626 -6.837101 1.470681 -0.30 -0.95 0.27
C 4.866986 -5.486300 1.450979 0.58 1.16 -0.31
C 4.633016 -4.936927 0.029346 0.22 -0.41 1.01
C 5.945536 -5.155705 -0.704775 0.17 0.31 -0.30
N 4.444374 -3.474452 0.242423 -0.52 -0.21 -0.63
P 3.875908 -2.515318 -0.992544 0.06 -0.30 -1.91
O 2.408776 -2.016839 -0.706062 -0.01 0.28 0.63
O 4.698339 -1.146893 -0.846267 -0.06 -0.06 0.95
S 3.979213 -3.163302 -2.797121 0.04 -0.26 0.09
C 3.422602 -5.687471 -0.533379 -1.08 -0.27 -0.87
O 2.645439 -6.368936 0.458166 0.96 0.51 -0.04
C 1.441308 -5.805981 0.837054 -0.93 -1.29 0.67
S 0.986912 -6.781816 2.363071 0.45 -0.03 0.44
C 0.330801 -6.022769 -0.174000 0.38 1.16 0.00
C -1.027540 -5.573001 0.318917 -0.56 0.07 -1.15
C -1.861784 -4.962118 -0.798314 0.34 0.00 0.13
N 1.539406 -4.392578 1.216248 1.19 -1.23 -0.88
C 1.153161 -4.092538 2.318788 -1.31 1.11 -0.30
O 0.602621 -3.627480 3.218263 0.23 0.33 1.29
P 3.894984 -7.107307 -1.730579 1.19 -0.76 0.74
O 2.602487 -8.088002 -1.537245 0.08 0.33 -0.40
Cl 3.579389 -6.367631 -3.636337 -0.37 0.04 0.17
H 5.937252 -8.970117 1.632826 0.29 -1.02 -0.02
H 5.681900 -4.895304 1.837365 0.43 0.41 0.35
H 4.038620 -5.291812 2.098141 -0.65 -0.12 0.28
H 6.008422 -4.648055 -1.650707 -0.26 0.16 -0.48
H 6.208659 -6.185287 -0.847328 -0.05 -0.56 -0.02
H 6.718819 -4.737800 -0.082118 0.48 0.24 0.32
H 5.304883 -3.103916 0.614634 0.07 0.23 0.29
H 2.488914 -1.295130 -0.072316 -0.57 0.25 0.38
H 5.569754 -1.361958 -1.180805 0.58 0.41 -0.30
H 2.752809 -5.053400 -1.085468 -0.12 0.63 -0.35
H 0.059137 -7.611154 1.883150 -0.02 0.05 -0.30
H 0.585562 -5.427139 -1.042726 0.16 0.26 -0.40
H 0.349591 -7.044871 -0.490773 0.00 -0.70 -0.04
H -1.605694 -6.404691 0.666211 -0.11 -0.58 0.65
H -0.959956 -4.837229 1.093376 0.16 0.22 0.64
H -2.883505 -4.886012 -0.486774 -0.71 0.04 0.06
H -1.527881 -3.972682 -1.049494 0.27 0.57 -0.15
H -1.804300 -5.548686 -1.699214 -0.11 -0.37 -0.41
H 2.008386 -7.922699 -2.271758 -0.59 -0.16 -0.18
C -5.249716 -2.891626 3.679040 0.04 -0.11 0.19
O -3.962514 -3.476136 3.622946 -0.09 0.05 -0.04
C -3.107700 -2.959893 2.624574 0.22 -0.11 -0.23
C -2.431476 -1.623992 2.967169 -0.35 -0.07 0.11
C -3.374564 -0.439879 2.856013 0.02 0.30 -0.16
N -1.803818 -1.657999 4.283418 0.12 -0.15 -0.03
H -5.620355 -2.633245 2.682381 0.02 0.06 -0.01
H -5.253601 -2.006080 4.318243 -0.08 0.08 -0.11
H -5.924526 -3.622726 4.122875 0.03 -0.06 -0.03
H -2.324333 -3.709529 2.506530 0.04 -0.09 0.06
H -3.639654 -2.902407 1.662658 -0.04 0.10 0.02
H -1.631531 -1.469175 2.234997 -0.01 -0.14 -0.06
H -4.047649 -0.351987 3.706850 -0.01 -0.08 0.03
H -2.814194 0.492455 2.805645 0.01 0.03 0.04
H -3.976018 -0.518490 1.946301 -0.05 0.06 0.02
H -1.113482 -2.399150 4.255921 0.24 0.05 0.16
H -2.485817 -1.981994 4.962778 -0.11 0.11 0.00
C -5.273500 3.721016 2.812788 0.00 -0.12 0.23
O -3.982291 3.142559 2.786823 -0.16 -0.01 -0.02
C -3.123770 3.641779 1.787557 0.25 -0.10 -0.19
C -2.466807 4.988803 2.117273 -0.23 0.09 0.21
C -3.405371 6.185478 1.991771 0.02 0.11 -0.15
N -1.869236 4.993945 3.455267 0.06 -0.17 -0.11
H -5.632488 3.954865 1.806276 0.03 0.05 -0.01
H -5.290388 4.619808 3.433230 -0.07 0.08 -0.12
H -5.949404 2.996485 3.265605 0.03 -0.06 -0.03
H -2.328954 2.896830 1.692584 0.00 -0.04 0.05
H -3.642785 3.674256 0.818555 -0.05 0.12 0.03
H -1.662337 5.131065 1.391174 0.06 -0.07 -0.05
H -4.071558 6.278236 2.847888 -0.01 -0.07 0.03
H -2.828817 7.107860 1.937802 0.04 0.00 0.04
H -4.014703 6.118778 1.088113 -0.02 -0.01 0.01
H -1.155641 4.273053 3.504981 0.10 0.06 0.00
H -2.579355 4.680998 4.110815 -0.04 0.09 0.05
C 5.621203 5.037590 0.293934 -0.04 0.14 0.16
O 4.209240 5.120842 0.257656 0.07 0.00 -0.06
C 3.561772 4.115856 -0.494069 -0.29 -0.02 -0.16
C 3.419898 2.761839 0.216113 0.28 0.11 0.17
C 4.718025 1.963091 0.273466 0.03 -0.08 -0.04
N 2.881893 2.904588 1.572388 -0.11 0.08 -0.14
H 6.028982 4.678593 -0.655659 0.00 -0.06 0.00
H 5.957614 4.394567 1.110253 0.09 -0.07 -0.09
H 6.004973 6.039461 0.482157 -0.05 0.04 -0.03
H 2.557052 4.502885 -0.685310 -0.01 0.02 0.03
H 4.046345 4.001474 -1.474711 0.09 -0.09 0.05
H 2.704874 2.173410 -0.366923 -0.05 0.08 -0.05
H 5.398151 2.320153 1.046297 -0.05 0.12 0.01
H 4.504848 0.921836 0.496532 -0.01 -0.04 0.04
H 5.238628 1.998349 -0.685484 0.02 -0.02 0.00
H 1.961769 3.331561 1.522342 -0.06 -0.09 0.01
H 3.446925 3.596264 2.056310 0.08 -0.06 0.08
C -4.075835 -1.175737 -4.066186 -0.03 -0.28 0.00
O -3.735566 -1.423477 -2.715225 -0.01 0.17 0.01
C -3.711384 -0.272034 -1.892298 0.08 0.11 0.23
C -5.093058 0.218199 -1.417070 -0.01 -0.21 -0.28
C -5.905049 0.928429 -2.495391 -0.03 0.17 0.01
N -5.893014 -0.879098 -0.861497 0.22 0.04 0.09
H -3.682719 -0.215836 -4.412541 -0.04 0.04 0.02
H -5.157840 -1.210925 -4.212918 0.01 0.14 -0.08
H -3.636677 -1.970921 -4.667316 0.07 -0.01 0.03
H -3.133860 -0.556229 -1.008146 -0.03 -0.09 0.00
H -3.148165 0.531851 -2.386195 -0.11 0.04 -0.06
H -4.914730 0.944436 -0.617891 0.10 -0.06 0.05
H -6.367428 0.230010 -3.191193 0.04 -0.06 0.00
H -6.710984 1.501456 -2.038727 -0.03 -0.03 0.04
H -5.284189 1.621797 -3.066039 0.01 -0.01 -0.02
H -5.395709 -1.274353 -0.068093 -0.08 0.04 0.09
H -5.894556 -1.628501 -1.547572 -0.11 -0.01 -0.05
C -0.772740 5.933856 -3.439101 -0.04 -0.13 0.20
O 0.521945 5.390381 -3.271584 -0.10 0.04 0.00
C 1.520027 5.979747 -4.077085 0.33 -0.07 -0.16
C 2.069028 7.321917 -3.570163 -0.31 0.05 0.23
C 1.122546 8.499190 -3.785434 0.04 0.11 -0.14
N 2.443228 7.266354 -2.152109 0.07 -0.21 -0.24
H -0.957890 6.221672 -4.477929 0.02 0.06 0.00
H -0.928616 6.791535 -2.782352 -0.06 0.11 -0.10
H -1.492238 5.165791 -3.157276 0.02 -0.06 -0.02
H 2.344712 5.262685 -4.080345 0.00 -0.04 0.05
H 1.167185 6.060587 -5.114276 -0.04 0.10 0.01
H 2.976125 7.525910 -4.146425 0.03 -0.09 -0.02
H 0.323123 8.525784 -3.046324 -0.01 -0.07 0.03
H 1.668111 9.437269 -3.695805 0.03 0.01 0.05
H 0.671181 8.468957 -4.779162 -0.02 -0.01 0.00
H 3.161468 6.558036 -2.030970 0.12 0.11 0.11
H 1.647538 6.897741 -1.639011 -0.05 0.11 0.07
```
Forces are in eV/Å.



The following is a DFT calculation (wB97M-V/def2-TZVPD) of a molecular structure, C11H18N4OS at a distorted geometry.

Calculated values
total charge = 0
Kohn-Sham gap = 7.4107 eV
LUMO level = -1.16 eV

The geometry in XYZ format:
```
35
Properties=species:S:1:pos:R:3:forces:R:3
N 1.560432 1.572493 -1.565894 -0.97 -0.88 -0.87
C 1.767443 0.496689 -2.624363 -0.69 -0.89 0.97
C 2.273438 -0.881642 -1.935177 0.54 -3.30 -1.05
C 2.731610 -0.960367 -0.412406 0.26 -3.47 -1.27
C 3.162643 -2.303655 0.215542 -1.45 2.24 -3.23
C 3.146621 -3.576982 -0.694628 -0.19 -1.04 -1.18
N 3.481975 -4.939182 -0.347193 -1.35 3.05 -3.61
S 3.290435 -5.840494 -1.806262 -0.39 2.61 0.54
N 2.764223 -4.711448 -3.012991 0.95 2.22 5.80
C 2.720337 -3.501203 -2.221527 -0.33 0.92 -0.86
C 2.262283 -2.136999 -2.851206 0.91 1.55 4.25
H 0.838792 2.183836 -2.007428 0.90 -0.28 0.68
H 1.023709 1.096907 -0.807909 0.46 0.59 -0.58
H 0.704487 0.292054 -3.044088 2.00 -0.09 0.09
H 2.485312 0.857215 -3.446025 -1.09 -0.61 1.33
H 2.711129 0.035443 0.169921 0.17 -2.03 -0.89
H 3.452885 -2.310966 1.315320 -0.39 -0.28 -1.80
H 1.922305 -2.045142 -3.934490 0.58 -0.29 1.73
C -4.012857 1.832423 2.216693 -0.28 0.13 0.10
C -2.595832 1.930016 2.775570 -0.03 -0.32 -0.34
C -1.538237 2.319056 1.721358 0.19 0.01 0.28
O -1.175372 1.267008 0.830689 -0.13 0.40 -0.07
C -2.097388 1.050164 -0.226027 0.20 -0.33 0.05
N -2.257284 0.662761 3.436373 0.30 0.12 -0.11
H -4.183989 0.907813 1.662022 0.11 0.06 0.03
H -4.742682 1.847933 3.032645 0.15 -0.03 -0.09
H -4.234521 2.674995 1.555418 0.01 -0.05 0.02
H -2.603618 2.720321 3.534026 0.14 -0.03 -0.05
H -0.617110 2.583311 2.251572 -0.02 -0.13 -0.07
H -1.838902 3.212386 1.160610 -0.13 -0.06 -0.08
H -2.553235 1.981371 -0.574285 -0.04 0.00 0.09
H -2.865495 0.341807 0.088883 -0.17 0.11 -0.14
H -1.556500 0.595729 -1.060288 0.05 0.06 0.09
H -1.358049 0.767900 3.903103 -0.15 -0.02 0.08
H -2.068988 -0.021551 2.702442 -0.14 0.06 0.14
```
Forces are in eV/Å.



The following is a DFT calculation (wB97M-V/def2-TZVPD) of a molecular structure, C4H11NO4 at a distorted geometry.

Calculated values
total charge = 0
Kohn-Sham gap = 10.4942 eV
relative energy (zero: lowest compared OMol25 entry of this formula, charge and spin) = 224.7 kJ/mol
LUMO level = 0.81 eV

The geometry in XYZ format:
```
20
Properties=species:S:1:pos:R:3:forces:R:3
C -1.937795 -0.060407 0.594672 0.50 0.26 -0.91
N -3.277830 0.171001 0.585618 0.04 0.11 -0.13
O -1.588528 -1.357336 0.650947 0.79 -0.32 -0.69
O -1.265859 0.830142 1.303537 0.08 0.03 -0.01
O -1.130389 0.036130 -1.103916 -0.51 0.50 0.79
H -1.052443 -1.377271 -0.208451 -0.74 -0.44 0.97
H -0.287021 0.655290 1.262982 -0.35 -0.06 -0.17
H -1.667772 0.497738 -1.756772 -0.01 -0.08 0.10
H -3.572831 1.133368 0.547252 0.02 -0.09 0.02
H -3.836655 -0.505169 0.092819 0.07 0.07 -0.01
C 2.344719 0.066590 0.167397 -0.06 0.02 -0.06
C 1.760120 1.352579 -0.225124 -0.01 -0.11 0.08
C 1.944106 -1.222461 -0.491468 -0.05 0.06 0.10
O 1.380914 0.719014 1.014939 0.18 -0.01 -0.07
H 3.339743 0.081580 0.607442 -0.06 0.04 -0.03
H 2.333668 2.264933 -0.099921 -0.05 -0.03 0.00
H 0.959575 1.350790 -0.959815 0.09 -0.01 0.02
H 1.898453 -2.030465 0.240859 0.04 0.01 -0.01
H 2.683403 -1.486148 -1.250977 -0.02 0.00 0.04
H 0.972423 -1.119899 -0.972019 0.03 0.05 -0.03
```
Forces are in eV/Å.



The following is a DFT calculation (wB97M-V/def2-TZVPD) of C19H22N4O2S3 in the gas phase.

Calculated values
total charge = 0
Kohn-Sham gap = 8.4413 eV
SMILES = Cc1nc(SCC(=O)NC(=O)NCCC(C)C)c2c(-c3cccs3)csc2n1
relative energy (zero: lowest compared OMol25 entry of this formula, charge and spin) = 0.0 kJ/mol
LUMO level = 0.15 eV

The geometry in XYZ format:
```
50
Properties=species:S:1:pos:R:3:forces:R:3
C 3.901141 0.782821 -0.630266 0.13 -0.07 -0.07
C 2.806620 0.665389 0.368057 0.05 -0.19 0.20
N 1.808709 1.552410 0.289569 0.03 0.28 0.16
C 0.799492 1.475049 1.136114 0.00 0.10 -0.07
S -0.550257 2.574042 0.896946 -0.26 0.29 -0.24
C -0.169139 3.276161 -0.749378 0.03 -0.32 0.45
C -0.427972 2.203592 -1.787115 0.13 0.25 -0.01
O -1.549667 1.922491 -2.157202 -0.36 0.04 -0.02
N 0.700437 1.584623 -2.221971 0.40 -0.13 -0.35
C 0.815188 0.348951 -2.909948 -0.29 0.57 0.06
O 1.917849 -0.142157 -3.023496 0.42 -0.30 -0.04
N -0.329675 -0.154622 -3.378093 -0.47 -0.02 -0.07
C -0.418707 -1.514377 -3.856515 -0.04 -0.33 -0.05
C -1.046581 -2.453697 -2.822014 0.38 0.15 -0.07
C -0.256205 -2.520680 -1.501931 -0.21 -0.09 0.08
C -0.246328 -3.946020 -0.951801 0.13 0.25 -0.10
C -0.838428 -1.577341 -0.449572 0.26 -0.04 -0.13
C 0.778270 0.508254 2.154508 0.58 -0.32 -0.22
C -0.162620 0.158436 3.175682 0.19 -0.56 0.23
C -1.331573 0.930490 3.542174 -0.64 0.07 0.28
C -1.421341 2.271813 3.783476 0.14 -0.39 0.08
C -2.715894 2.674771 4.170213 -0.23 0.05 0.04
C -3.592126 1.640037 4.224398 0.03 -0.36 -0.02
S -2.856837 0.144604 3.809062 0.28 0.56 -0.12
C 0.193347 -0.998998 3.796412 0.14 0.13 -0.25
S 1.668822 -1.699133 3.229264 -0.10 0.24 -0.15
C 1.850107 -0.408619 2.086285 -0.50 0.39 0.13
N 2.850495 -0.332726 1.227620 0.48 -0.42 -0.04
H 4.760005 0.209108 -0.298347 0.09 0.01 0.00
H 3.550908 0.372617 -1.580573 0.04 0.04 -0.02
H 4.172565 1.824759 -0.781414 0.04 0.07 -0.01
H -0.881861 4.091178 -0.864996 0.04 -0.06 -0.05
H 0.855914 3.637632 -0.743012 -0.05 0.08 -0.09
H 1.573921 1.856100 -1.777969 -0.34 -0.10 -0.07
H -1.188741 0.340915 -3.158617 0.23 0.09 0.04
H 0.598421 -1.838436 -4.088203 -0.15 0.00 -0.06
H -1.013770 -1.521915 -4.774598 0.12 -0.02 0.02
H -1.090835 -3.446546 -3.272571 -0.08 -0.05 -0.05
H -2.071567 -2.135719 -2.619868 -0.12 -0.06 -0.01
H 0.779368 -2.225000 -1.700012 -0.01 0.00 -0.02
H 0.306845 -3.986817 -0.016251 0.04 -0.06 0.14
H 0.225359 -4.627325 -1.655996 0.03 -0.14 -0.06
H -1.262577 -4.287779 -0.764989 -0.14 -0.08 0.03
H -0.874285 -0.550316 -0.804152 -0.07 0.16 0.01
H -0.231142 -1.603284 0.453067 0.04 0.02 0.17
H -1.849962 -1.879727 -0.184312 -0.15 -0.02 0.03
H -0.584068 2.941679 3.711107 0.18 0.09 -0.01
H -2.978360 3.691694 4.399255 -0.09 0.17 0.05
H -4.631831 1.658086 4.483731 -0.22 0.07 0.07
H -0.341434 -1.486465 4.588243 -0.13 -0.02 0.21
```
Forces are in eV/Å.